Molecular formula: CCl6NP
Method: DFT, ωB97M-V/def2-TZVPD

XYZ file:
```
9
Properties=species:S:1:pos:R:3:forces:R:3
C 1.442 0.011 -0.245 -0.98 1.17 2.12
N 0.461 -0.100 -1.097 -5.30 -1.03 0.36
P -1.215 -0.095 -0.031 2.90 1.44 -3.64
Cl 1.362 1.838 0.408 0.83 -0.24 0.50
Cl 2.931 -0.322 -0.948 1.33 -0.16 -0.46
Cl 1.128 -1.055 1.296 0.97 -0.03 0.03
Cl -2.057 -1.822 -0.018 -0.33 -1.63 -0.15
Cl -1.506 0.553 1.775 -0.17 0.75 0.92
Cl -2.546 0.992 -1.140 0.76 -0.28 0.33
```
Positions in Å, forces in eV/Å.

Computed properties:
- SMILES = ClC(Cl)(Cl)N=P(Cl)(Cl)Cl
- calculated total energy (Ha) = -3195.34164
- frontier orbital gap (eV) = 8.019

These are the Löwdin partial charges, in e, on atoms 1 to 2:
1. C -1.75
2. N -0.28


Molecular formula: CClF3
Method: DFT, ωB97M-V/def2-TZVPD

XYZ file:
```
5
Properties=species:S:1:pos:R:3:forces:R:3
C 0.241 -0.110 0.329 -2.27 -1.30 -3.27
F 1.112 0.728 0.762 0.89 0.12 0.31
F 0.743 -1.163 -0.383 1.04 0.32 1.89
F -0.528 -0.557 1.301 0.43 0.01 0.25
Cl -0.788 0.564 -1.006 -0.09 0.84 0.82
```
Positions in Å, forces in eV/Å.

Computed properties:
- SMILES = FC(F)(F)Cl
- calculated total energy (Ha) = -797.89382
- frontier orbital gap (eV) = 12.737

These are the Löwdin partial charges, in e, on atoms 1 to 2:
1. C -1.00
2. F 0.17


Molecular formula: CClFN2O
Method: DFT, ωB97M-V/def2-TZVPD

XYZ file:
```
6
Properties=species:S:1:pos:R:3:forces:R:3
C 1.300 0.966 0.081 -1.75 -1.88 -0.47
N 2.084 1.762 0.305 1.57 1.59 0.44
N -0.559 -0.517 -0.610 1.05 -0.13 -0.36
O -0.929 -1.581 -0.244 0.26 1.24 -1.70
F -1.463 0.535 -0.473 -0.55 -0.65 0.45
Cl -1.508 -2.020 1.562 -0.59 -0.18 1.63
```
Positions in Å, forces in eV/Å.

Computed properties:
- calculated total energy (Ha) = -782.57587
- frontier orbital gap (alpha / beta) (eV) = 8.545 / 7.407

These are the Löwdin partial charges, in e, on atoms 1 to 2:
1. C -0.05
2. N 0.03


Maximum force / eV/A: 5.41, 4.19, 2.61
Energy above the lowest of the compared OMol25 structures with the same formula, charge and spin / kcal/mol: 40.5, 8.3, 85.0